Entry 1:
131
Properties=species:S:1:pos:R:3:mulliken_charge:R:1 method="wB97M-V/def2-TZVPD" total_charge=+1 e_homo_ev=-9.5 orbital_gap_ev=7.00
C 4.18382 -0.61606 4.65419 -1.430
C 3.29515 0.16301 3.66458 0.022
C 3.46770 -0.28237 2.19986 -1.193
C 2.96211 -1.73026 1.92160 -0.096
C 4.18095 -2.63553 1.63298 -1.787
C 1.90176 -1.87314 0.84312 1.252
P 1.17803 -3.63044 0.88408 0.074
S 0.97547 -4.40604 2.65006 -0.326
C 2.15675 -1.44706 -0.60995 -1.764
S 3.48155 -2.13491 -1.61833 1.179
O 3.78950 -3.45874 -1.18285 -0.644
O 3.05117 -2.06656 -2.98516 -0.506
C 5.00686 -1.03916 -1.53252 0.790
F 6.04993 -1.76018 -1.23344 -0.200
F 5.16643 -0.47323 -2.70304 -0.179
F 4.82018 -0.09228 -0.61721 -0.165
N 1.96375 0.01054 -0.56078 0.607
C 1.86169 0.59117 -1.92636 -2.173
C 0.49901 0.44499 -2.60247 0.167
C 0.46941 1.37170 -3.82522 -1.173
O -0.06053 2.64209 -3.48830 -0.516
C 0.85130 3.71103 -3.58443 -0.542
C 0.94756 0.19775 0.33522 -0.432
N 0.33196 1.34111 0.51360 1.111
C -0.87616 1.54735 1.36111 -2.353
C -0.61054 2.13758 2.75726 -0.257
C -1.16443 1.36615 3.95714 -1.129
C -2.54265 0.74511 3.76508 -0.145
C -2.79207 -0.28820 4.86257 -1.084
O -2.41844 -1.54921 4.32524 -0.335
C -1.92939 -2.43383 5.30599 -0.796
C 0.80564 2.55699 -0.17881 -0.579
C 0.37486 3.88738 0.43994 -0.166
O -0.75645 4.25718 0.45170 -0.522
C 1.47930 4.76235 0.94770 0.126
C 1.82778 4.84018 2.29622 -0.155
C 2.87101 5.69271 2.66636 -0.889
C 3.56075 6.44989 1.71658 -0.507
C 3.19859 6.38805 0.37032 -0.735
C 2.15117 5.54005 -0.00395 -0.238
N 0.67567 -0.98791 1.00670 0.106
N 0.39292 -0.93023 2.40685 0.236
H 4.82471 0.07779 5.18422 0.392
H 4.83680 -1.32416 4.15698 0.284
H 3.56511 -1.13877 5.37413 0.377
H 2.24625 0.12100 3.94529 -0.382
H 3.62730 1.19831 3.68361 0.634
H 4.53542 -0.23521 2.00630 0.901
H 3.02168 0.48569 1.57226 -0.001
H 2.59183 -2.10761 2.86687 0.751
H 3.86242 -3.60715 1.27355 0.291
H 4.68906 -2.80669 2.57405 0.570
H 4.88635 -2.16762 0.95737 0.348
H 1.97893 -4.44394 0.07364 0.141
H -0.06033 -3.44911 0.24454 0.151
H 1.27978 -1.85230 -1.13373 1.207
H 2.07911 1.64845 -1.86786 0.645
H 2.61395 0.20313 -2.60076 1.007
H -0.31997 0.74279 -1.95421 0.061
H 0.37217 -0.56562 -2.98384 0.569
H 1.49781 1.50952 -4.17152 0.563
H -0.05810 0.91981 -4.65624 0.371
H 1.33504 3.76811 -4.55864 0.420
H 0.28536 4.62361 -3.43053 0.324
H 1.63252 3.68407 -2.81558 0.154
H -1.36806 0.58664 1.41123 1.381
H -1.55136 2.16844 0.78958 0.638
H 0.46092 2.30341 2.87573 -0.188
H -1.05194 3.13032 2.77696 0.783
H -1.24576 2.06541 4.78599 0.513
H -0.49496 0.59445 4.32758 0.374
H -2.64642 0.18087 2.83982 0.194
H -3.35044 1.47231 3.80683 0.409
H -3.81998 -0.28818 5.22252 0.387
H -2.11855 -0.07859 5.69654 0.581
H -0.93408 -2.15310 5.66133 0.294
H -2.59626 -2.51309 6.16584 0.361
H -1.84895 -3.41888 4.86265 0.252
H 1.88939 2.53976 -0.20093 1.068
H 0.45927 2.54220 -1.21229 -0.074
H 1.30586 4.26164 3.04033 0.565
H 3.17114 5.76094 3.70049 0.439
H 4.37977 7.09313 1.99651 0.409
H 3.70485 6.96767 -0.38285 0.443
H 1.86811 5.51207 -1.04762 0.413
H -0.59592 -1.03199 2.59890 0.360
H 0.76320 -0.07357 2.79035 -1.069
C 4.34492 -2.86224 -6.07423 -0.927
C 4.09406 -2.24047 -7.43948 -0.353
N 2.80005 -2.59691 -7.98908 0.119
C 2.65474 -2.25720 -9.39456 -0.732
C 2.68686 -0.77525 -9.78680 -0.962
C 1.65904 -2.31449 -7.14390 -1.240
C 1.44481 -0.87126 -6.67013 -0.445
H 4.19579 -3.94222 -6.10494 0.333
H 5.37386 -2.67167 -5.76384 0.456
H 3.69399 -2.44191 -5.30967 -0.168
H 4.85940 -2.60221 -8.13014 0.492
H 4.23742 -1.15003 -7.36098 0.222
H 1.72744 -2.70272 -9.76393 0.370
H 3.45424 -2.76996 -9.93731 0.423
H 1.77008 -0.25766 -9.50567 0.217
H 2.78343 -0.68650 -10.87011 0.400
H 3.53257 -0.25093 -9.34049 0.272
H 1.73215 -2.94911 -6.25612 0.415
H 0.75881 -2.65966 -7.65753 0.431
H 2.36697 -0.41968 -6.29818 0.222
H 0.72407 -0.87059 -5.84876 0.125
H 1.03960 -0.23223 -7.45344 0.360
C -6.16786 -2.41212 3.28325 -1.242
C -7.64970 -2.12768 3.09337 -0.404
N -8.18460 -1.23063 4.09951 0.099
C -9.63708 -1.18046 4.11799 -0.700
C -10.35758 -0.62447 2.88418 -0.973
C -7.50255 0.04261 4.23005 -0.413
C -7.39613 0.93819 2.98766 -1.022
H -5.96522 -2.76987 4.29374 0.303
H -5.84365 -3.18166 2.58163 0.492
H -5.55533 -1.52690 3.10002 0.090
H -8.18982 -3.07459 3.16661 0.488
H -7.81030 -1.75673 2.06839 0.245
H -9.95187 -0.61468 4.99868 0.356
H -9.99519 -2.19996 4.29005 0.420
H -10.26227 0.45792 2.80785 0.223
H -11.42376 -0.84671 2.95381 0.397
H -9.99169 -1.07089 1.95904 0.277
H -6.48778 -0.15433 4.59091 0.072
H -7.97801 0.60426 5.03746 0.344
H -7.08484 0.37926 2.10376 0.229
H -6.64800 1.71602 3.16107 0.399
H -8.33320 1.44326 2.76170 0.323

---

Entry 2:
16
Properties=species:S:1:pos:R:3:nbo_charge:R:1 method="wB97M-V/def2-TZVPD" total_charge=0 de_lowest_kj_mol=27.89 e_homo_ev=-11.7 orbital_gap_ev=12.79 smiles=CC.CC
C 0.49866 -1.92612 -1.66119 -0.614
C -0.16628 -2.50332 -0.40296 -0.619
H -0.12465 -2.20408 -2.50110 0.208
H 0.61079 -0.84718 -1.63317 0.204
H 1.51884 -2.29117 -1.76409 0.208
H 0.42450 -3.04354 0.33570 0.209
H -0.91008 -3.24918 -0.72594 0.201
H -0.80511 -1.80199 0.14396 0.204
C 0.01543 1.98971 1.72549 -0.608
C -0.24725 2.48136 0.30985 -0.605
H 1.04658 2.07129 2.05119 0.205
H -0.60302 2.49669 2.46482 0.202
H -0.33789 0.95764 1.81969 0.200
H -1.30208 2.64207 0.09326 0.204
H 0.11677 1.78880 -0.43630 0.201
H 0.26479 3.43902 0.18080 0.201

---

What did the second record say?
16
Properties=species:S:1:pos:R:3:nbo_charge:R:1 method="wB97M-V/def2-TZVPD" total_charge=0 de_lowest_kj_mol=27.89 e_homo_ev=-11.7 orbital_gap_ev=12.79 smiles=CC.CC
C 0.49866 -1.92612 -1.66119 -0.614
C -0.16628 -2.50332 -0.40296 -0.619
H -0.12465 -2.20408 -2.50110 0.208
H 0.61079 -0.84718 -1.63317 0.204
H 1.51884 -2.29117 -1.76409 0.208
H 0.42450 -3.04354 0.33570 0.209
H -0.91008 -3.24918 -0.72594 0.201
H -0.80511 -1.80199 0.14396 0.204
C 0.01543 1.98971 1.72549 -0.608
C -0.24725 2.48136 0.30985 -0.605
H 1.04658 2.07129 2.05119 0.205
H -0.60302 2.49669 2.46482 0.202
H -0.33789 0.95764 1.81969 0.200
H -1.30208 2.64207 0.09326 0.204
H 0.11677 1.78880 -0.43630 0.201
H 0.26479 3.43902 0.18080 0.201